Version w
DFT (the ωB97M-V functional and the def2-TZVPD basis) results for a single C5H14N2 molecule.

Structure (ORCA input):
```
! wB97M-V def2-TZVPD RIJCOSX def2/J DEFGRID3
* xyz 0 1
C 0.939 -1.404 0.906
C 0.399 -0.945 -0.454
C -0.724 -1.840 -0.920
C 0.011 0.558 -0.453
N 1.217 1.386 -0.689
C -0.704 0.987 0.811
N -1.234 2.344 0.757
H 1.553 -0.649 1.397
H 1.646 -2.225 0.757
H 0.176 -1.843 1.545
H 1.235 -0.976 -1.160
H -1.172 -1.467 -1.843
H -1.548 -1.881 -0.200
H -0.375 -2.867 -1.037
H -0.662 0.618 -1.310
H 1.686 1.062 -1.529
H 0.859 2.302 -0.942
H -0.020 0.806 1.638
H -1.518 0.266 0.962
H -0.655 2.908 0.143
H -1.109 2.862 1.621
*
```

The structure (SMILES) is CC(C)[C@H](N)CN. The calculation puts the orbital gap at 10.50 eV. As for the LUMO energy: 1.1 eV.

Now the natural (NBO) charges, all in e: C -0.62; C -0.21; C -0.61; C -0.04; N -0.83; C -0.23; N -0.82; H 0.22; H 0.21; H 0.21; H 0.19; H 0.21; H 0.20; H 0.21; H 0.16; H 0.35; H 0.34; H 0.18; H 0.18; H 0.34; H 0.36

Version x
DFT (the ωB97M-V functional and the def2-TZVPD basis) results for a single C5H14N2 molecule.

Structure (ORCA input):
```
! wB97M-V def2-TZVPD RIJCOSX def2/J DEFGRID3
* xyz 0 1
C 1.231 -1.489 1.320
C 0.097 -0.516 1.034
C -0.199 -0.364 -0.473
C 0.604 0.758 -1.146
N 1.964 0.918 -0.598
N -1.604 -0.173 -0.799
C -2.295 0.900 -0.081
H 1.352 -1.639 2.399
H 2.201 -1.141 0.972
H 1.006 -2.474 0.907
H -0.815 -0.940 1.464
H 0.298 0.442 1.511
H 0.090 -1.307 -0.944
H 0.618 0.608 -2.230
H 0.069 1.699 -0.995
H 2.293 1.857 -0.800
H 2.610 0.331 -1.121
H -2.089 -1.044 -0.630
H -2.170 0.827 0.985
H -3.338 0.876 -0.381
H -1.922 1.871 -0.395
*
```

The structure (SMILES) is CC[C@H](CN)NC. The calculation puts the orbital gap at 9.78 eV. As for the LUMO energy: 1.1 eV.

Now the natural (NBO) charges, all in e: C -0.60; C -0.42; C -0.05; C -0.22; N -0.84; N -0.62; C -0.42; H 0.20; H 0.22; H 0.19; H 0.19; H 0.21; H 0.18; H 0.18; H 0.18; H 0.36; H 0.35; H 0.35; H 0.17; H 0.20; H 0.19

Version y
DFT (the ωB97M-V functional and the def2-TZVPD basis) results for a single C5H14N2 molecule.

Structure (ORCA input):
```
! wB97M-V def2-TZVPD RIJCOSX def2/J DEFGRID3
* xyz 0 1
C 0.510 1.769 -0.008
C -0.181 0.492 0.539
C -1.683 0.543 0.259
N -2.444 -0.655 0.587
N 0.384 -0.777 0.039
C 0.415 -0.863 -1.420
C 1.713 -0.998 0.601
H -0.212 2.532 -0.310
H 1.194 2.175 0.738
H 1.189 1.485 -0.812
H -0.007 0.444 1.616
H -1.866 0.821 -0.777
H -2.089 1.351 0.867
H -2.361 -1.347 -0.150
H -2.035 -1.104 1.403
H 0.319 -1.906 -1.731
H -0.437 -0.332 -1.849
H 1.289 -0.400 -1.878
H 2.190 -0.091 0.980
H 1.695 -1.724 1.421
H 2.419 -1.416 -0.114
*
```

The structure (SMILES) is C[C@@H](CN)N(C)C. The calculation puts the orbital gap at 9.58 eV. As for the LUMO energy: 1.1 eV.

Now the natural (NBO) charges, all in e: C -0.65; C -0.05; C -0.23; N -0.82; N -0.46; C -0.43; C -0.42; H 0.22; H 0.21; H 0.21; H 0.19; H 0.18; H 0.19; H 0.35; H 0.35; H 0.20; H 0.20; H 0.17; H 0.18; H 0.20; H 0.20

Quick one: least stable of them? version y

Version w
DFT (the ωB97M-V functional and the def2-TZVPD basis) results for 2 unconnected molecules or ions with the total composition C5H14N2.

Structure (ORCA input):
```
! wB97M-V def2-TZVPD RIJCOSX def2/J DEFGRID3
* xyz 0 1
C 1.046 1.186 2.272
C 1.060 -1.157 -1.497
C -1.224 0.087 -1.688
C 0.405 0.823 0.923
C -0.416 -1.083 -1.187
N -1.274 -0.513 1.676
N -0.136 -0.525 0.954
H 0.240 1.678 2.992
H 1.387 0.328 2.624
H 1.815 2.015 2.137
H 1.495 -0.073 -1.836
H 1.706 -1.474 -0.629
H 1.272 -2.028 -2.211
H -1.945 0.229 -0.993
H -1.714 -0.261 -2.670
H -0.656 0.872 -1.890
H -0.502 1.351 0.619
H 1.145 0.701 0.055
H -0.850 -1.956 -0.928
H -1.800 0.292 1.529
H -1.790 -1.345 1.732
*
```

The calculation puts the orbital gap (spin up / spin down) at 7.78 / 8.16 eV. As for the LUMO energy (spin up / spin down): 1.1 / 1.1 eV.

Now the natural (NBO) charges, all in e: C -0.60; C -0.68; C -0.64; C -0.27; C -0.03; N -0.64; N -0.26; H 0.20; H 0.21; H 0.21; H 0.20; H 0.24; H 0.22; H 0.20; H 0.21; H 0.21; H 0.15; H 0.21; H 0.18; H 0.31; H 0.36

Version x
DFT (the ωB97M-V functional and the def2-TZVPD basis) results for 2 unconnected molecules or ions with the total composition C5H14N2.

Structure (ORCA input):
```
! wB97M-V def2-TZVPD RIJCOSX def2/J DEFGRID3
* xyz 0 1
C -2.312 -1.015 -1.111
N -1.053 -1.225 -1.394
C -0.564 -0.936 -0.021
C 0.915 -0.385 0.115
N 1.158 0.515 -1.036
C 0.658 1.876 -0.655
C 1.505 2.513 0.458
H -2.930 -0.167 -0.746
H -2.874 -1.975 -0.969
H -1.159 -0.533 0.816
H -0.500 -2.032 0.370
H 0.993 0.074 1.124
H 1.707 -1.155 0.076
H 0.490 0.083 -1.718
H -0.380 1.865 -0.257
H 0.685 2.507 -1.526
H 1.139 3.459 0.872
H 1.526 1.904 1.358
H 2.527 2.575 0.087
H -0.607 -4.027 1.747
H -0.924 -3.922 2.412
*
```

The structure (SMILES) is C=NCCNCC.[H][H]. The calculation puts the orbital gap at 8.45 eV. As for the LUMO energy: -0.1 eV.

Now the natural (NBO) charges, all in e: C 0.07; N -0.52; C -0.30; C -0.24; N -0.62; C -0.22; C -0.62; H 0.15; H 0.15; H 0.21; H 0.21; H 0.19; H 0.20; H 0.38; H 0.15; H 0.20; H 0.21; H 0.20; H 0.21; H 0.00; H 0.00

Quick one: least stable of them? version x

Version w
DFT (the ωB97M-V functional and the def2-TZVPD basis) results for a single C5H14N2 molecule.

Structure (ORCA input):
```
! wB97M-V def2-TZVPD RIJCOSX def2/J DEFGRID3
* xyz 0 1
C 2.367 -0.292 -2.265
C 1.042 0.482 -1.762
N 0.693 -0.041 -0.406
C -0.356 0.430 0.542
C -1.750 0.647 -0.149
C -0.583 -0.808 1.486
N -1.520 -0.366 2.535
H 2.214 -1.407 -2.222
H 3.163 -0.056 -1.631
H 2.612 0.049 -3.287
H 1.300 1.542 -1.717
H 0.229 0.336 -2.508
H 1.438 -0.432 0.163
H -0.062 1.397 1.010
H -1.631 1.108 -1.102
H -2.262 -0.315 -0.241
H -2.457 1.325 0.398
H -0.830 -1.768 0.933
H 0.441 -0.993 1.814
H -1.546 -1.094 3.214
H -1.139 0.402 3.159
*
```

The structure (SMILES) is CCN[C@@H](C)CN. The calculation puts the orbital gap at 9.35 eV. As for the LUMO energy: 1.1 eV.

Now the natural (NBO) charges, all in e: C -0.61; C -0.20; N -0.68; C -0.04; C -0.62; C -0.21; N -0.84; H 0.21; H 0.20; H 0.21; H 0.16; H 0.19; H 0.36; H 0.17; H 0.20; H 0.21; H 0.22; H 0.21; H 0.15; H 0.35; H 0.35

Version x
DFT (the ωB97M-V functional and the def2-TZVPD basis) results for a single C5H14N2 molecule.

Structure (ORCA input):
```
! wB97M-V def2-TZVPD RIJCOSX def2/J DEFGRID3
* xyz 0 1
C 2.698 0.507 1.622
C 1.701 -0.059 0.621
N 0.343 0.157 1.089
C -0.639 -0.797 0.615
C -0.858 -0.712 -0.880
C -1.462 0.638 -1.309
N -2.628 0.621 -2.187
H 2.572 0.063 2.596
H 3.736 0.345 1.351
H 2.447 1.561 1.736
H 1.814 0.398 -0.371
H 1.880 -1.124 0.446
H 0.229 0.519 2.017
H -0.374 -1.793 0.961
H -1.600 -0.544 1.072
H -0.008 -0.900 -1.528
H -1.542 -1.517 -1.125
H -1.644 1.229 -0.405
H -0.693 1.239 -1.799
H -3.412 0.298 -1.652
H -2.562 -0.131 -2.870
*
```

The structure (SMILES) is CCNCCCN. The calculation puts the orbital gap at 9.49 eV. As for the LUMO energy: 1.1 eV.

Now the natural (NBO) charges, all in e: C -0.61; C -0.21; N -0.66; C -0.20; C -0.44; C -0.22; N -0.81; H 0.20; H 0.22; H 0.21; H 0.17; H 0.16; H 0.37; H 0.17; H 0.19; H 0.20; H 0.20; H 0.19; H 0.18; H 0.34; H 0.34

Version y
DFT (the ωB97M-V functional and the def2-TZVPD basis) results for a single C5H14N2 molecule.

Structure (ORCA input):
```
! wB97M-V def2-TZVPD RIJCOSX def2/J DEFGRID3
* xyz 0 1
C 1.620 1.604 -0.093
C 0.307 1.077 -0.636
C -0.149 -0.501 -0.015
C 0.842 -1.504 -0.578
C -0.109 -0.442 1.508
N -1.458 -0.662 -0.512
N -2.455 0.233 -0.095
H 1.572 1.751 0.985
H 1.858 2.566 -0.552
H 2.446 0.927 -0.310
H -0.513 1.750 -0.390
H 0.346 0.966 -1.721
H 0.594 -2.498 -0.208
H 0.786 -1.527 -1.664
H 1.855 -1.248 -0.278
H 0.920 -0.447 1.857
H -0.625 -1.309 1.920
H -0.584 0.465 1.878
H -1.366 -1.390 -1.459
H -2.561 0.199 0.917
H -3.326 -0.009 -0.555
*
```

The structure (SMILES) is CCC(C)(C)NN. The calculation puts the orbital gap at 8.03 eV. As for the LUMO energy: 1.1 eV.

Now the natural (NBO) charges, all in e: C -0.62; C -0.42; C 0.16; C -0.63; C -0.64; N -0.55; N -0.67; H 0.20; H 0.21; H 0.19; H 0.21; H 0.19; H 0.21; H 0.21; H 0.22; H 0.22; H 0.21; H 0.21; H 0.39; H 0.35; H 0.37

Quick one: least stable of them? version y

Version w
DFT (the ωB97M-V functional and the def2-TZVPD basis) results for 2 unconnected molecules or ions with the total composition C5H14N2.

Structure (ORCA input):
```
! wB97M-V def2-TZVPD RIJCOSX def2/J DEFGRID3
* xyz 0 1
C -0.789 -0.946 -0.160
C 0.134 1.038 0.863
C -0.495 -1.950 0.926
C 0.357 2.498 0.691
C 1.775 -0.102 -1.136
N -0.873 0.395 0.261
N -1.804 -1.375 -1.055
H -1.410 0.976 -0.376
H 0.629 -0.687 -0.843
H 0.767 0.474 1.527
H -1.989 -0.736 -1.815
H -2.673 -1.681 -0.629
H -1.289 -1.988 1.681
H -0.394 -2.941 0.482
H 0.442 -1.715 1.431
H 0.289 3.036 1.642
H -0.364 2.939 0.001
H 1.359 2.688 0.289
H 2.452 0.063 -0.301
H 2.243 -0.820 -1.808
H 1.632 0.836 -1.671
*
```

The calculation puts the orbital gap (spin up / spin down) at 7.23 / 7.11 eV. As for the LUMO energy (spin up / spin down): 1.0 / 0.9 eV.

Now the natural (NBO) charges, all in e: C 0.12; C -0.02; C -0.65; C -0.66; C -0.91; N -0.45; N -0.84; H 0.39; H 0.23; H 0.20; H 0.36; H 0.35; H 0.20; H 0.23; H 0.21; H 0.22; H 0.21; H 0.22; H 0.20; H 0.21; H 0.19

Version x
DFT (the ωB97M-V functional and the def2-TZVPD basis) results for a single C5H14N2 molecule.

Structure (ORCA input):
```
! wB97M-V def2-TZVPD RIJCOSX def2/J DEFGRID3
* xyz 0 1
C -1.832 -1.633 1.992
C -0.515 -0.885 2.049
N 0.014 -0.766 0.623
C 0.464 0.429 0.157
C 0.252 0.797 -1.413
C 1.373 -0.215 -2.019
N 0.487 2.223 -1.435
H -1.939 -2.492 1.310
H -2.272 -1.780 2.911
H -2.643 -0.972 1.599
H -0.741 0.119 2.304
H 0.294 -1.309 2.619
H -0.715 -1.271 0.163
H 1.489 0.437 0.358
H 0.019 1.282 0.701
H -0.671 0.414 -1.866
H 1.032 -1.098 -1.580
H 2.328 -0.077 -1.378
H 1.510 0.059 -3.004
H -0.110 2.813 -0.721
H 0.460 2.717 -2.343
*
```

The structure (SMILES) is CCNC[C@H](C)N. The calculation puts the orbital gap at 9.41 eV. As for the LUMO energy: 1.1 eV.

Now the natural (NBO) charges, all in e: C -0.64; C -0.21; N -0.65; C -0.19; C -0.03; C -0.62; N -0.87; H 0.21; H 0.22; H 0.20; H 0.18; H 0.19; H 0.36; H 0.18; H 0.14; H 0.16; H 0.23; H 0.20; H 0.21; H 0.37; H 0.37

Version y
DFT (the ωB97M-V functional and the def2-TZVPD basis) results for a single C5H14N2 molecule.

Structure (ORCA input):
```
! wB97M-V def2-TZVPD RIJCOSX def2/J DEFGRID3
* xyz 0 1
C 1.481 1.437 1.872
C 0.965 0.212 1.038
C 0.480 0.217 -0.345
N 1.670 0.554 -1.252
C -0.221 -1.041 -0.708
N -1.533 -1.298 0.046
C -2.669 -0.762 -0.773
H 1.599 2.296 1.276
H 0.978 1.634 2.863
H 2.419 1.071 2.364
H 1.811 -0.500 0.944
H 0.349 -0.381 1.703
H -0.306 0.997 -0.663
H 1.968 -0.195 -1.769
H 1.405 1.380 -1.839
H -0.457 -1.036 -1.734
H 0.368 -1.978 -0.608
H -1.420 -0.697 0.901
H -2.636 0.337 -0.957
H -2.575 -1.219 -1.807
H -3.676 -1.027 -0.551
*
```

The structure (SMILES) is CC[C@@H](N)CNC. The calculation puts the orbital gap at 10.03 eV. As for the LUMO energy: 1.1 eV.

Now the natural (NBO) charges, all in e: C -0.61; C -0.42; C -0.07; N -0.85; C -0.23; N -0.61; C -0.43; H 0.21; H 0.21; H 0.21; H 0.21; H 0.20; H 0.18; H 0.36; H 0.36; H 0.19; H 0.19; H 0.35; H 0.17; H 0.19; H 0.21

Quick one: least stable of them? version w

Version w
DFT (the ωB97M-V functional and the def2-TZVPD basis) results for a single C5H14N2 molecule.

Structure (ORCA input):
```
! wB97M-V def2-TZVPD RIJCOSX def2/J DEFGRID3
* xyz 0 1
C -1.147 -1.533 -0.685
C -0.264 -1.202 0.528
N -0.806 -1.730 1.776
C -0.086 0.304 0.721
N 0.248 1.030 -0.496
C 1.472 0.548 -1.150
C 0.377 2.447 -0.227
H -1.017 -2.624 -0.813
H -0.779 -1.131 -1.624
H -2.208 -1.425 -0.481
H 0.739 -1.636 0.448
H -1.609 -1.237 2.137
H -1.017 -2.716 1.694
H 0.653 0.483 1.519
H -1.032 0.726 1.073
H 1.543 -0.539 -1.092
H 2.334 0.951 -0.624
H 1.427 0.793 -2.201
H -0.597 2.861 0.036
H 1.066 2.668 0.597
H 0.703 2.961 -1.136
*
```

The structure (SMILES) is C[C@H](N)CN(C)C. The calculation puts the orbital gap at 9.60 eV. As for the LUMO energy: 1.1 eV.

Now the natural (NBO) charges, all in e: C -0.63; C -0.06; N -0.84; C -0.22; N -0.44; C -0.42; C -0.41; H 0.20; H 0.22; H 0.21; H 0.18; H 0.36; H 0.36; H 0.17; H 0.19; H 0.20; H 0.17; H 0.20; H 0.20; H 0.16; H 0.20

Version x
DFT (the ωB97M-V functional and the def2-TZVPD basis) results for a molecular structure, C5H14N2.

Structure (ORCA input):
```
! wB97M-V def2-TZVPD RIJCOSX def2/J DEFGRID3
* xyz 0 1
C 0.295 -1.508 -0.316
C 1.088 0.013 -2.343
N 0.111 0.070 -1.286
H -0.822 -0.051 -1.670
H 1.248 -1.009 -2.737
H 0.125 -2.151 -1.180
H 1.350 -1.407 -0.088
H -0.298 -2.002 0.442
H 0.797 0.647 -3.185
H 2.054 0.351 -1.963
C -1.984 0.482 1.022
N 0.881 1.497 0.938
C 0.405 0.637 1.881
C -0.793 0.001 1.800
H 0.498 1.289 -0.023
H 1.880 1.637 0.951
H 1.082 0.388 2.692
H -1.007 -0.721 2.579
H -2.560 -0.351 0.621
H -1.696 1.128 0.198
H -2.653 1.058 1.667
*
```

The calculation puts the orbital gap at 8.08 eV. As for the LUMO energy: 1.0 eV.

Now the natural (NBO) charges, all in e: C -0.40; C -0.43; N -0.65; H 0.35; H 0.17; H 0.17; H 0.20; H 0.22; H 0.21; H 0.19; C -0.64; N -0.86; C 0.02; C -0.34; H 0.43; H 0.37; H 0.18; H 0.19; H 0.20; H 0.21; H 0.21

Quick one: least stable of them? version x

Version w
DFT (the ωB97M-V functional and the def2-TZVPD basis) results for a gas-phase ion, C9H9O4P (charge -2).

Structure (ORCA input):
```
! wB97M-V def2-TZVPD RIJCOSX def2/J DEFGRID3
* xyz -2 1
C -0.633 0.081 -1.855
C 0.019 -0.646 -0.780
C 1.488 -0.775 -0.884
C 2.348 0.641 -0.685
O 1.898 1.624 -1.242
O 3.469 0.434 -0.154
C -0.715 -2.171 -0.810
O -0.195 -3.093 -1.470
O -1.745 -2.162 -0.134
C -0.402 -0.027 0.559
P -2.149 0.188 0.863
C -1.718 1.354 2.263
C -0.379 1.455 2.383
C 0.337 0.805 1.381
H -0.088 -0.207 -2.675
H -0.617 1.192 -1.829
H -1.673 -0.169 -2.114
H 1.868 -0.988 -1.924
H 2.014 -1.419 -0.105
H -2.229 -0.661 1.844
H -2.496 1.646 3.007
H 0.202 1.966 3.165
H 1.397 0.931 1.196
*
```

The structure (SMILES) is C[C@](CC(=O)[O-])(C(=O)[O-])C1=[PH]=CC=C1. The calculation puts the orbital gap at 6.54 eV. As for the LUMO energy: 6.1 eV.

Now the natural (NBO) charges, all in e: C -0.60; C -0.26; C -0.52; C 0.78; O -0.79; O -0.83; C 0.82; O -0.78; O -0.79; C -0.18; P 0.59; C -0.53; C -0.26; C -0.28; H 0.21; H 0.21; H 0.20; H 0.21; H 0.22; H -0.02; H 0.18; H 0.18; H 0.24

Version x
DFT (the ωB97M-V functional and the def2-TZVPD basis) results for a gas-phase ion, C9H9O4P (charge -2).

Structure (ORCA input):
```
! wB97M-V def2-TZVPD RIJCOSX def2/J DEFGRID3
* xyz -2 1
O -3.210 0.449 0.214
P -2.134 0.367 1.294
O -1.806 -0.962 1.843
O -2.321 1.482 2.387
C -0.732 1.087 0.107
O -1.488 1.967 -0.667
C 0.356 1.713 0.909
C 1.161 0.491 1.375
C 1.144 -0.345 0.093
C 1.942 -1.392 -0.322
C 1.600 -2.029 -1.497
C 0.389 -1.857 -2.159
C -0.360 -0.743 -1.776
C 0.049 -0.058 -0.623
H -2.474 1.616 -0.251
H -0.082 2.498 1.664
H 0.978 2.409 0.194
H 0.733 -0.095 2.201
H 2.289 0.752 1.684
H 2.819 -1.626 0.241
H 2.265 -2.808 -1.839
H 0.253 -2.539 -2.968
H -1.370 -0.373 -2.104
*
```

The structure (SMILES) is O=P([O-])([O-])[C@@]1(O)CCc2ccccc21. The calculation puts the orbital gap at 5.79 eV. As for the LUMO energy: 5.8 eV.

Now the natural (NBO) charges, all in e: O -1.20; P 2.33; O -1.23; O -1.25; C -0.12; O -0.83; C -0.41; C -0.42; C -0.01; C -0.23; C -0.25; C -0.25; C -0.21; C 0.00; H 0.51; H 0.25; H 0.15; H 0.26; H 0.15; H 0.18; H 0.17; H 0.18; H 0.24

Quick one: least stable of them? version w